C5H12N2O | ωB97M-V/def2-TZVPD

The orbital gap is 5.34 eV. As for the energy above the lowest of the compared OMol25 structures with the same formula, charge and spin: 217.6 kcal per mole.

```
20
Properties=species:S:1:pos:R:3:forces:R:3
C -0.486313 1.330004 1.794949 -0.30 -0.89 -1.14
N 1.366078 -1.226522 1.175811 -0.07 0.66 -0.73
C 0.347197 -1.725021 0.464811 -0.64 -3.40 -0.13
C 2.271212 -0.598885 0.325291 0.70 0.19 -0.91
C -1.217416 1.932209 0.824259 -0.31 0.20 1.43
N -0.259761 0.122606 -1.711104 0.53 -0.14 1.01
C -1.551474 0.072302 -2.076123 -0.16 -0.15 0.25
O -2.458216 -0.506459 -1.504387 0.02 -0.22 -0.04
H 0.324687 0.727810 1.392430 -0.73 -0.83 0.28
H -0.885922 0.998095 2.754972 0.96 1.75 0.79
H -0.199852 -2.538607 0.944834 -0.59 0.83 0.96
H 0.502789 -2.216452 -0.502516 0.78 0.85 -0.54
H -0.356379 -0.873710 0.077137 -0.01 0.82 -0.79
H 2.693556 -1.296287 -0.420587 -0.08 -0.12 0.21
H 3.080382 -0.052517 0.790066 -0.06 0.06 0.38
H 1.707213 0.039993 -0.412999 -0.29 0.05 0.25
H -1.530045 1.271153 0.032330 1.17 0.89 -1.43
H -1.706222 2.887426 0.983533 -1.08 -0.53 0.40
H 0.103710 1.054277 -1.896812 0.23 -0.12 -0.25
H -1.745225 0.598585 -3.035894 -0.07 0.09 0.02
```
Positions in Å, forces in eV/Å.